Computed, not measured: a cluster of 2 separate species, C32H33N4 in total, with ωB97M-V/def2-TZVPD.

Total charge: +1
Calculated total energy, Eh: -1457.94194
Energy above the lowest of the compared OMol25 structures with the same formula, charge and spin, kcal/mol: 20.3
LUMO energy, eV: -4.253
Gap between HOMO and LUMO, Eh: 0.2288

Structure (XYZ):
```
69
C32H33N4 ωB97M-V/def2-TZVPD
H -2.01 -2.63 -4.05
C 3.29 4.20 -2.21
H -3.37 -0.41 -3.70
H -3.23 -3.33 3.25
C -3.63 3.15 1.25
C -1.14 -4.80 4.30
H -4.45 -2.78 0.23
N -1.44 -2.53 -0.88
H -4.62 3.57 1.22
C -2.14 1.29 0.75
C -3.77 -2.21 0.87
C 5.32 -0.46 -1.74
C -1.33 -3.26 -2.07
C -2.43 -0.08 -3.20
C -1.44 -3.13 0.38
H -3.55 -1.27 0.34
C 2.81 2.12 -1.08
C -2.52 -2.94 1.27
H -2.68 4.99 1.98
H 0.57 5.63 2.96
H 1.15 -3.26 -0.68
H -1.73 0.27 -3.99
H -4.32 -1.98 1.79
N -1.89 -1.18 -2.45
C -1.70 -1.20 -1.12
C 4.47 3.70 -2.76
C -1.07 2.03 1.23
H 0.55 6.00 1.23
H 6.01 -0.78 -0.95
H -0.97 5.84 2.13
C 4.88 2.40 -2.43
C 0.34 1.94 0.88
C 3.12 -0.09 -0.52
H 4.97 -1.34 -2.30
H -1.95 0.31 0.27
C -3.43 1.84 0.81
C -0.29 -4.51 2.00
C 0.87 0.89 0.12
C 2.42 3.41 -1.44
H 5.80 1.97 -2.81
H -2.03 -4.59 4.92
H 1.45 3.78 -1.10
H 3.05 -1.11 -0.15
H 0.58 -5.09 2.29
H -0.27 -4.34 4.80
C 4.05 1.67 -1.59
H 5.88 0.17 -2.43
N 4.20 0.33 -1.25
H 1.95 3.50 1.20
C -2.55 3.94 1.68
H 3.05 5.25 -2.38
H 5.07 4.28 -3.45
C -0.35 -3.97 0.71
C -2.42 -3.51 2.54
N -0.07 4.02 1.72
H 1.59 -4.66 0.31
C -1.31 -4.27 2.92
C -1.30 3.35 1.69
H 0.24 0.01 -0.04
H -2.64 0.74 -2.49
C 0.93 3.18 1.30
H -4.28 1.23 0.50
H -0.97 -5.88 4.29
C 2.16 0.95 -0.45
H -1.11 -4.31 -2.08
C -1.71 -2.44 -3.05
C 0.04 5.44 2.03
C 0.77 -4.19 -0.24
H 0.54 -4.87 -1.08
```

---

Computed, not measured: an isolated molecule of C6H10N2O, with ωB97M-V/def2-TZVPD.

Structure (SMILES): CCN1N[C@@H]2C[C@@H]2C1=O
Calculated total energy, Eh: -419.26724
Energy above the lowest of the compared OMol25 structures with the same formula, charge and spin, kcal/mol: 74.8
LUMO energy, eV: 0.830
Gap between HOMO and LUMO, Eh: 0.3550

Structure (XYZ):
```
19
C6H10N2O ωB97M-V/def2-TZVPD
H -1.50 -0.01 1.71
H 3.43 -0.39 0.73
C -2.71 -0.35 -0.22
H -0.13 -1.34 -1.16
H 2.64 0.94 -1.23
C 1.60 -0.96 -0.22
C 1.89 0.57 -0.54
H -3.90 0.06 -0.12
C 0.53 1.27 -0.26
C 2.37 -0.16 0.73
N 0.22 -1.14 -0.13
H -2.46 -0.28 -1.40
H -1.78 1.48 0.81
N -0.34 0.22 0.03
H 2.03 0.36 1.70
C -1.59 0.38 0.64
H 2.22 -1.65 -0.73
H -2.69 -1.40 -0.14
O 0.20 2.42 -0.19
```

---

Computed, not measured: a cluster of 2 separate species, CHN5O in total, with ωB97M-V/def2-TZVPD.

Total charge: -2
Calculated total energy, Eh: -387.51225
Energy above the lowest of the compared OMol25 structures with the same formula, charge and spin, kcal/mol: 34.2
LUMO energy (alpha / beta), eV: 8.009 / 7.974
Gap between HOMO and LUMO (alpha / beta), Eh: 0.2249 / 0.2311

Structure (XYZ):
```
8
CHN5O ωB97M-V/def2-TZVPD
C -1.58 0.48 0.20
N -3.68 0.35 -0.39
N -2.23 -0.38 1.03
H -0.54 0.74 -0.12
N -2.52 1.00 -0.75
O 1.73 0.77 0.63
N -3.49 -0.45 0.62
N 0.84 1.44 -0.13
```

---

Computed, not measured: the ion C5H12NO with charge +1, with ωB97M-V/def2-TZVPD.

Total charge: +1
Structure (SMILES): C=[NH+]CCCCO
Calculated total energy, Eh: -327.39348
Energy above the lowest of the compared OMol25 structures with the same formula, charge and spin, kcal/mol: 41.5
LUMO energy, eV: -5.067
Gap between HOMO and LUMO, Eh: 0.3523

Structure (XYZ):
```
19
C5H12NO ωB97M-V/def2-TZVPD
C 0.86 -1.14 0.07
C 0.23 0.84 1.72
H -2.57 0.08 -1.93
H -1.20 -0.47 -3.22
C -1.54 -0.17 -2.15
H 0.63 -2.26 -0.01
H 0.79 -1.09 2.18
H 1.30 1.15 1.68
H -0.94 0.67 -0.57
H 1.94 -1.20 0.29
H 1.19 -0.59 -2.15
H -0.04 1.01 2.72
N -0.58 0.25 -1.38
H 1.52 0.70 -1.07
H -0.76 2.50 1.25
H -0.96 -1.01 1.41
O -0.74 1.59 0.95
C 0.12 -0.68 1.39
C 0.76 -0.20 -1.19
```

---

Computed, not measured: a structure of composition C33H32AsBr2F6HfN6O4S, with ωB97M-V/def2-TZVPD.

Total charge: +2
Expectation value of S²: 0.8110
Calculated total energy, Eh: -10335.17308
Energy above the lowest of the compared OMol25 structures with the same formula, charge and spin, kcal/mol: 17.9
LUMO energy (alpha / beta), eV: -6.675 / -8.407
Gap between HOMO and LUMO (alpha / beta), Eh: 0.2554 / 0.1917
2S+1: 2

Structure (XYZ):
```
86
C33H32AsBr2F6HfN6O4S ωB97M-V/def2-TZVPD
N -1.36 1.38 -1.85
C -3.49 1.58 -5.40
H 1.70 -3.12 5.43
N -1.49 1.14 -0.60
Br -1.75 0.23 2.30
H -2.93 2.52 3.39
Br 3.51 -1.09 4.19
H 8.10 -1.88 1.82
F -4.66 -1.53 1.45
Hf -0.72 -1.40 -0.15
S 2.51 -2.42 -1.52
C 6.11 -2.48 1.24
C 1.96 -1.98 3.63
C -1.92 5.05 1.31
C 2.20 2.46 0.15
F -3.22 -0.66 -0.31
C 4.96 -3.20 1.55
H 3.30 0.18 -2.13
H -3.00 -1.67 -3.35
C -2.42 1.44 -4.53
C 6.15 -1.75 0.06
C 2.98 1.91 -0.88
H -1.22 -3.60 2.34
C -3.14 -0.77 -3.93
H 0.56 2.09 1.48
C -4.20 -0.65 -4.81
C -3.83 6.33 2.90
H -1.53 6.97 0.49
C -2.12 6.40 1.18
C 3.91 -2.41 -0.45
C -3.09 7.04 1.96
H -1.09 -3.77 -1.55
N 0.31 -2.26 1.92
H 2.40 3.46 0.52
H -3.24 8.11 1.84
H 5.11 -1.19 -1.74
H -3.61 2.50 -5.95
O 1.93 -3.74 -1.45
C 3.86 -3.17 0.72
C -2.57 2.90 2.44
C 2.75 0.62 -1.32
H -4.17 4.42 3.80
O 2.89 -1.91 -2.80
H 3.76 2.50 -1.34
F -5.38 -1.84 -0.96
H 4.93 -3.80 2.45
H -5.22 0.61 -6.21
H -1.12 4.57 0.76
H -4.55 6.85 3.52
H 1.95 -1.02 1.72
As -4.05 -2.20 0.01
C -2.68 4.30 2.24
O -1.56 2.52 -4.32
N 1.41 -1.42 -0.82
C 1.18 1.71 0.68
C 7.30 -2.53 2.16
C 0.16 -3.49 3.97
C 1.44 -1.70 2.38
F -4.45 -3.78 0.47
H -4.90 -1.47 -4.92
H 7.69 -3.55 2.22
C -2.08 1.94 1.56
C -1.10 0.22 -2.78
H 0.39 -3.88 -0.85
F -3.12 -2.82 -1.33
F -2.36 -2.42 0.93
C -0.31 -3.15 2.72
H -0.12 0.41 -3.24
C 1.31 -2.89 4.45
C 1.74 -0.08 -0.66
H -0.37 -4.22 4.56
C -1.93 2.12 0.19
C -2.24 0.28 -3.79
N 0.95 0.45 0.28
H -1.02 -4.19 0.02
O -1.07 -0.90 -2.02
H -0.75 2.41 -4.83
N -0.59 -3.59 -0.68
C -3.61 4.98 3.06
H -2.24 3.06 -0.26
H -1.56 2.28 -2.29
C 5.05 -1.72 -0.79
C -4.38 0.52 -5.53
H 2.98 -3.77 0.94
H 7.05 -1.21 -0.21
H 7.02 -2.23 3.17
```

---

Computed, not measured: an isolated molecule of C2H5N3O2, with ωB97M-V/def2-TZVPD.

Structure (SMILES): [H]/N=C(\N)ONC=O
Calculated total energy, Eh: -393.90333
Energy above the lowest of the compared OMol25 structures with the same formula, charge and spin, kcal/mol: 72.7
LUMO energy, eV: 0.602
Gap between HOMO and LUMO, Eh: 0.3831

Structure (XYZ):
```
12
C2H5N3O2 ωB97M-V/def2-TZVPD
O 0.30 0.89 -0.18
H 2.00 0.26 -1.64
H -0.27 0.51 1.66
C 0.71 -0.41 -0.24
H -2.03 1.31 -0.58
O -2.84 0.83 1.30
N 1.88 -0.50 -0.95
H 2.17 -1.36 -1.37
H 0.46 -2.29 0.21
C -1.93 1.05 0.54
N -0.56 1.03 0.89
N 0.10 -1.32 0.34
```

---

Computed, not measured: a structure of composition C25H25BBrN10Ru, with ωB97M-V/def2-TZVPD.

Total charge: +2
Expectation value of S²: 0.8750
Calculated total energy, Eh: -4208.53586
Energy above the lowest of the compared OMol25 structures with the same formula, charge and spin, kcal/mol: 53.1
LUMO energy (alpha / beta), eV: -6.857 / -7.246
Gap between HOMO and LUMO (alpha / beta), Eh: 0.2376 / 0.2246
2S+1: 2

Structure (XYZ):
```
63
C25H25BBrN10Ru ωB97M-V/def2-TZVPD
B -2.27 -2.43 0.70
C 2.92 -0.09 -2.90
C 2.79 0.73 0.72
N -2.47 -1.80 -0.70
N -1.09 2.01 0.34
N 0.19 -1.87 0.70
H -3.91 -3.01 -1.64
H -4.17 0.20 4.17
C 4.97 0.94 2.03
H -1.81 1.30 3.33
N -1.77 -0.32 1.99
H 1.92 3.04 1.39
H -3.72 4.06 0.05
C 4.16 -0.60 -3.06
H 1.89 -4.60 1.35
C -3.51 -0.15 3.38
N 4.94 -0.76 -1.94
C 3.29 0.14 -0.52
H 4.00 -1.77 1.84
H 5.86 -1.15 -2.04
C -2.10 -0.39 -2.29
H -0.83 -4.86 1.28
H 2.99 1.49 2.61
H -1.66 0.47 -2.78
Ru -0.43 0.08 0.39
C -2.32 2.45 0.05
H 5.35 1.56 2.83
H 6.34 -1.30 -0.06
C 5.83 0.18 1.35
H 1.58 0.68 -1.55
C 5.43 -0.93 0.42
H 5.58 -2.56 1.83
H 4.57 -0.89 -4.01
C -0.22 2.88 0.91
H -2.15 5.63 1.17
C -3.05 -1.28 -2.77
C -0.22 -3.99 1.12
C 3.54 1.02 1.80
H 4.44 -2.87 0.51
N -2.62 -1.35 1.76
C -3.25 -2.16 -1.72
C -2.72 3.75 0.32
N 2.50 0.26 -1.65
H 0.16 4.83 1.70
H -2.96 -3.40 0.83
C 1.15 -3.84 1.16
C 1.36 -2.49 0.88
C 4.52 -0.45 -0.68
C 4.82 -2.11 1.20
H 2.23 0.03 -3.72
N -1.74 -0.71 -1.04
N -0.77 -2.80 0.85
H -4.44 -2.01 2.57
Br 7.66 0.33 1.69
N 1.40 1.16 0.70
C -1.85 4.62 0.93
C -3.66 -1.27 2.59
H -3.52 -1.29 -3.74
H 2.28 -1.94 0.83
C -0.56 4.18 1.23
H -2.99 1.72 -0.40
C 1.13 2.36 1.06
C -2.32 0.42 2.96
```

---

Computed, not measured: a structure of composition C14H46MnO14, with ωB97M-V/def2-TZVPD.

Expectation value of S²: 8.7519
Calculated total energy, Eh: -2765.35345
Energy above the lowest of the compared OMol25 structures with the same formula, charge and spin, kcal/mol: 0.0
LUMO energy (alpha / beta), eV: 0.439 / 0.439
Gap between HOMO and LUMO (alpha / beta), Eh: 0.3208 / 0.3601
2S+1: 6

Structure (XYZ):
```
75
C14H46MnO14 ωB97M-V/def2-TZVPD
O -14.54 -9.24 7.17
H -12.16 -12.73 11.26
H -13.07 -15.67 8.02
H -11.97 -15.00 10.63
H -12.68 -8.52 9.35
H -14.45 -7.45 6.11
O -12.79 -14.32 6.76
C -12.52 -14.69 5.59
H -14.56 -11.53 9.30
O -12.71 -11.92 8.44
H -9.07 -12.08 3.65
O -9.29 -15.80 7.42
O -11.87 -13.87 4.91
H -9.76 -13.99 7.33
Mn -11.81 -12.28 6.40
O -10.54 -11.19 4.89
H -10.88 -14.47 11.97
H -13.92 -13.22 9.27
H -8.15 -12.72 7.88
O -10.71 -9.00 9.25
C -9.41 -12.47 1.80
H -10.30 -14.60 10.29
H -13.27 -11.89 3.74
C -9.11 -12.23 8.04
O -11.61 -13.06 10.55
H -15.35 -8.89 7.54
H -12.36 -9.89 10.31
C -11.91 -8.94 10.01
H -16.41 -14.95 4.37
H -11.87 -8.28 10.87
H -14.89 -11.41 4.03
O -17.44 -13.21 5.03
H -10.49 -12.51 1.98
C -12.03 -17.14 8.72
H -10.81 -9.39 8.38
C -11.15 -14.34 10.92
H -13.94 -16.41 5.34
H -16.04 -14.43 6.01
H -11.26 -16.54 9.22
C -16.30 -14.07 5.01
H -9.09 -16.58 7.95
C -9.12 -16.24 6.07
H -12.13 -18.08 9.26
H -13.23 -7.68 7.45
H -12.18 -16.74 5.44
O -10.09 -13.09 7.41
H -13.71 -10.15 4.10
H -11.63 -17.37 7.74
H -10.90 -8.31 4.63
O -13.20 -16.39 8.64
H -12.97 -8.60 6.09
C -13.80 -8.15 6.64
H -9.20 -11.48 1.40
H -13.97 -10.70 6.19
H -14.57 -12.59 7.82
H -9.29 -12.04 9.10
C -10.01 -8.85 4.98
H -10.06 -16.76 5.88
H -9.12 -13.20 1.04
H -15.52 -13.44 4.59
H -12.25 -11.96 9.29
O -11.04 -10.14 6.69
H -18.27 -13.69 5.05
O -8.61 -12.60 2.99
H -9.07 -15.37 5.42
H -9.41 -9.01 4.09
H -8.98 -11.28 7.53
H -8.22 -16.85 5.94
H -9.48 -8.15 5.63
C -12.95 -16.06 5.07
C -14.03 -12.29 8.73
H -12.98 -16.09 3.98
C -13.87 -11.20 4.34
C -10.51 -10.14 5.55
O -13.65 -11.47 5.72
```

---

Computed, not measured: a structure of composition C31H31I2N8OPSTl, with ωB97M-V/def2-TZVPD.

Total charge: +1
Calculated total energy, Eh: -3220.43163
Energy above the lowest of the compared OMol25 structures with the same formula, charge and spin, kcal/mol: 14.1
LUMO energy, eV: -2.600
Gap between HOMO and LUMO, Eh: 0.2486

Structure (XYZ):
```
76
C31H31I2N8OPSTl ωB97M-V/def2-TZVPD
H -4.80 3.04 1.96
H -1.17 -2.68 4.46
C -1.64 2.18 1.25
I 0.30 -1.80 -7.80
H -4.22 3.00 -0.48
C -3.33 -1.52 -1.76
N -2.95 2.51 1.17
H 3.45 2.30 0.44
C 0.60 0.93 -3.06
N -1.07 2.22 0.06
H 2.62 -1.17 2.06
C 2.84 0.55 -2.09
H -2.34 0.83 4.97
C -2.06 2.56 -0.82
H -2.55 -0.83 5.53
N 1.64 3.35 2.90
H -4.20 -4.55 -2.99
H 3.50 1.37 -2.40
C -3.95 -2.46 -2.57
H -3.52 2.83 3.16
C -3.94 2.44 2.23
C 0.26 -1.86 2.96
C -0.76 -1.88 3.86
H -3.32 -0.31 4.02
C 0.41 -2.90 -4.98
S -1.94 -0.74 0.46
H -3.51 -0.46 -1.91
C 1.29 4.15 4.07
H 1.47 1.97 -1.51
I 0.61 -4.60 -2.52
C 3.28 -1.01 1.22
H 6.44 -1.37 0.13
C 0.88 2.39 2.30
C 0.60 -1.61 -2.91
H 0.41 4.77 3.87
H 0.36 -3.86 -5.48
C -2.44 -0.20 4.66
N 2.72 -0.44 0.15
C -3.23 2.73 -0.15
C 0.47 -0.50 -5.08
H 0.88 -2.68 2.63
C 4.82 -0.49 -0.95
O 0.79 -1.60 -1.61
N 1.48 1.02 -1.86
C -3.72 -3.82 -2.37
C 0.57 -0.44 -3.69
H -4.61 -2.14 -3.36
H 0.46 0.42 -5.65
Tl 0.34 -0.08 -0.09
P -0.78 1.96 2.86
C -2.50 -1.93 -0.73
N -1.25 -0.61 3.92
N 0.39 -0.60 2.45
C -2.86 -4.22 -1.36
C 4.61 -1.35 1.26
H 1.08 3.50 4.92
H 0.90 1.66 -3.81
H -4.26 1.41 2.38
H 2.81 -0.17 -2.92
H -0.40 1.21 -2.72
C -0.54 0.14 3.04
C 2.80 3.45 2.20
H 3.58 4.14 2.47
N 1.51 1.89 1.26
H -1.58 -3.60 0.25
H -2.67 -5.28 -1.20
H 2.13 4.79 4.31
C 0.39 -1.72 -5.72
C 5.39 -1.10 0.14
C -2.25 -3.29 -0.54
H 5.03 -1.80 2.15
H -1.88 2.67 -1.88
C 3.47 -0.16 -0.91
C 2.71 2.53 1.19
C 0.50 -2.83 -3.61
H 5.39 -0.27 -1.84
```

---

The highest calculated total energy belongs to which entry? C5H12NO

---

Which value of energy above the lowest of the compared OMol25 structures with the same formula, charge and spin does entry 1 give? 20.3 kcal/mol